The following is a DFT calculation (ωB97M-V/def2-TZVPD) of C16H26CrN3O3S3 as an isolated structure.

Positions of all 52 atoms, in Å:
1 Cr 0.57 -0.12 -0.32
2 C 1.29 5.16 0.03
3 S 2.01 4.11 1.31
4 C 1.63 2.51 0.80
5 S 0.71 2.21 -0.66
6 N 2.03 1.60 1.65
7 N 1.68 0.33 1.27
8 C 2.07 -0.65 1.99
9 C 1.68 -2.00 1.56
10 C 2.07 -3.14 2.21
11 C 1.66 -4.37 1.71
12 C 0.87 -4.41 0.57
13 C 0.51 -3.21 -0.03
14 N 0.90 -2.03 0.45
15 H 1.48 6.17 0.38
16 H 0.22 5.00 -0.05
17 H 1.78 5.01 -0.93
18 H 2.66 -0.47 2.89
19 H 2.69 -3.08 3.09
20 H 1.96 -5.29 2.20
21 H 0.53 -5.34 0.15
22 H -0.11 -3.20 -0.91
23 C -1.73 -1.08 -2.24
24 O -0.42 -0.50 -2.11
25 C 0.46 -0.82 -3.22
26 C 1.75 -0.11 -2.96
27 O 2.14 -0.45 -1.62
28 C 3.52 -0.10 -1.32
29 H -2.19 -0.70 -3.15
30 H -2.30 -0.80 -1.37
31 H -1.65 -2.17 -2.31
32 H 0.00 -0.48 -4.15
33 H 0.59 -1.90 -3.25
34 H 1.64 0.98 -3.03
35 H 2.52 -0.44 -3.66
36 H 4.16 -0.60 -2.05
37 H 3.74 -0.46 -0.33
38 H 3.63 0.98 -1.37
39 O -1.10 -0.04 0.68
40 S -1.68 1.20 1.44
41 C -2.89 0.41 2.53
42 C -4.28 0.86 2.08
43 C -4.20 1.07 0.57
44 C -2.93 1.89 0.35
45 H -2.64 0.67 3.56
46 H -2.72 -0.66 2.38
47 H -4.55 1.80 2.57
48 H -5.03 0.12 2.36
49 H -5.07 1.58 0.17
50 H -4.11 0.11 0.05
51 H -3.06 2.93 0.68
52 H -2.51 1.90 -0.65

Summary:
HOMO level (spin up / spin down) = -13.969 / -13.968 eV
2S+1 = 4
net charge = +2
frontier orbital gap (spin up / spin down) = 7.25 / 7.03 eV
expectation value of S² = 3.787

=====

The following is a DFT calculation (ωB97M-V/def2-TZVPD) of C16H26CuO10 as an isolated structure at a distorted geometry.

Positions of all 53 atoms, in Å:
1 Cu -0.15 0.13 -0.64
2 O -2.33 -0.27 0.31
3 C -3.37 -1.08 0.40
4 C -4.67 -0.63 1.21
5 O -5.25 0.52 0.97
6 H -3.07 -2.04 0.94
7 H -3.70 -1.57 -0.57
8 H -4.30 -0.64 2.28
9 H -5.42 -1.46 1.11
10 O -0.58 2.44 -0.85
11 C -0.98 2.51 -2.16
12 C -2.12 3.53 -2.57
13 O -3.13 3.74 -1.76
14 H -1.34 1.50 -2.46
15 H -0.09 2.80 -2.80
16 H -2.52 3.23 -3.58
17 H -1.57 4.53 -2.67
18 O 0.46 -0.87 1.45
19 C 0.81 -0.48 2.51
20 O 0.20 0.54 3.15
21 C 0.84 0.87 4.37
22 C 1.79 -0.28 4.70
23 C 1.96 -1.01 3.36
24 H 0.12 1.02 5.17
25 H 1.35 1.82 4.19
26 H 1.23 -0.99 5.33
27 H 2.74 -0.02 5.16
28 H 1.76 -2.08 3.48
29 H 2.92 -1.00 2.86
30 O -0.30 -1.50 -2.66
31 C -0.33 -2.52 -3.25
32 O -1.01 -3.61 -2.80
33 C -0.74 -4.73 -3.63
34 C 0.39 -4.37 -4.59
35 C 0.33 -2.83 -4.57
36 H -1.66 -5.00 -4.16
37 H -0.51 -5.61 -3.02
38 H 0.19 -4.73 -5.60
39 H 1.35 -4.67 -4.19
40 H -0.31 -2.45 -5.37
41 H 1.30 -2.36 -4.68
42 O 1.94 0.97 -0.77
43 C 2.25 1.56 0.22
44 O 3.38 1.27 0.94
45 C 3.46 2.15 2.07
46 C 2.53 3.34 1.80
47 C 1.55 2.77 0.78
48 H 4.51 2.36 2.29
49 H 3.14 1.57 2.94
50 H 3.08 4.20 1.40
51 H 2.09 3.68 2.73
52 H 1.15 3.39 -0.03
53 H 0.65 2.35 1.25

Summary:
HOMO level = 4.177 eV
2S+1 = 1
net charge = -3
frontier orbital gap = 1.60 eV

=====

The following is a DFT calculation (ωB97M-V/def2-TZVPD) of C16H26F4N2OPdS as an isolated structure at a distorted geometry.

Positions of all 51 atoms, in Å:
1 Pd -0.23 0.02 -0.30
2 C -2.77 0.90 1.67
3 N -1.41 1.40 1.48
4 C -1.41 2.85 1.34
5 C -0.56 0.96 2.59
6 C 0.93 1.20 2.30
7 N 1.30 0.73 0.99
8 C 2.54 0.91 0.56
9 C 2.90 0.55 -0.77
10 F 1.91 0.05 -1.59
11 C 4.17 0.69 -1.29
12 F 4.39 0.30 -2.56
13 C 5.21 1.21 -0.54
14 C 4.90 1.60 0.75
15 F 5.87 2.13 1.50
16 C 3.64 1.46 1.29
17 F 3.47 1.88 2.57
18 H -3.16 1.17 2.67
19 H -2.77 -0.19 1.56
20 H -3.42 1.32 0.91
21 H -1.76 3.34 2.27
22 H -2.07 3.13 0.53
23 H -0.41 3.21 1.10
24 H -0.73 -0.11 2.74
25 H -0.83 1.49 3.52
26 H 1.51 0.68 3.08
27 H 1.14 2.28 2.39
28 H 6.20 1.32 -0.93
29 C -2.79 1.58 -2.42
30 S -0.97 1.47 -2.41
31 C -0.80 -0.01 -3.45
32 H -3.11 1.70 -3.45
33 H -3.07 2.46 -1.85
34 H -3.22 0.69 -1.98
35 H -1.36 -0.83 -2.99
36 H 0.26 -0.26 -3.50
37 H -1.18 0.21 -4.44
38 C 0.15 -2.88 -1.23
39 C -1.08 -2.71 -0.30
40 C -2.09 -3.84 -0.61
41 C -0.59 -2.86 1.16
42 O -1.67 -1.48 -0.47
43 H 0.63 -3.84 -1.04
44 H 0.88 -2.08 -1.01
45 H -0.14 -2.82 -2.28
46 H -1.59 -4.80 -0.57
47 H -2.51 -3.69 -1.60
48 H -2.90 -3.83 0.12
49 H -0.08 -3.81 1.29
50 H -1.43 -2.81 1.84
51 H 0.11 -2.05 1.39

Summary:
HOMO level (spin up / spin down) = -7.484 / -7.452 eV
2S+1 = 3
net charge = 0
frontier orbital gap (spin up / spin down) = 7.98 / 6.07 eV
expectation value of S² = 2.008

=====

The following is a DFT calculation (ωB97M-V/def2-TZVPD) of a 3-piece molecular cluster, C16H26F9IN3O4 overall at a distorted geometry.

Positions of all 59 atoms, in Å:
1 C -1.74 2.02 -1.94
2 C -2.71 0.88 -2.64
3 C -3.72 0.31 -1.45
4 C -1.73 -0.29 -3.23
5 N -1.97 -0.66 -4.68
6 C -0.94 -1.73 -4.98
7 C -1.47 -2.96 -5.93
8 C -2.79 -3.75 -5.37
9 F -3.97 -2.89 -5.09
10 F -3.23 -4.68 -6.48
11 F -2.46 -4.65 -4.21
12 C -1.73 0.60 -5.52
13 N -0.53 1.30 -5.52
14 N -2.93 1.09 -6.33
15 I -3.77 -0.40 -7.47
16 H -2.10 3.13 -2.22
17 H -1.70 1.94 -0.76
18 H -0.62 1.97 -2.31
19 H -3.43 1.37 -3.44
20 H -3.57 -0.83 -1.21
21 H -3.64 0.96 -0.45
22 H -4.85 0.42 -1.83
23 H -1.93 -1.26 -2.58
24 H -0.57 -0.06 -3.13
25 H 0.02 -1.28 -5.53
26 H -0.51 -2.18 -3.96
27 H -0.59 -3.76 -5.96
28 H -1.59 -2.60 -7.06
29 H 0.41 0.86 -5.64
30 H -0.58 2.34 -5.34
31 H -2.71 1.94 -6.89
32 C 3.46 0.42 1.56
33 C 2.72 0.97 2.76
34 O 2.14 2.25 2.46
35 C 0.96 2.22 1.76
36 O 0.40 1.19 1.39
37 C 0.43 3.64 1.55
38 F 1.39 4.51 1.12
39 F -0.08 4.17 2.70
40 F -0.57 3.71 0.62
41 H 4.20 1.14 1.20
42 H 3.97 -0.51 1.81
43 H 2.78 0.23 0.72
44 H 3.43 1.13 3.58
45 H 1.96 0.27 3.12
46 C 0.87 -1.45 8.35
47 C 2.19 -0.80 8.72
48 O 3.20 -1.11 7.75
49 C 3.17 -0.37 6.59
50 O 2.34 0.51 6.36
51 C 4.32 -0.77 5.67
52 F 4.46 -2.12 5.55
53 F 5.52 -0.31 6.13
54 F 4.18 -0.29 4.41
55 H 1.00 -2.53 8.21
56 H 0.12 -1.28 9.13
57 H 0.48 -1.06 7.41
58 H 2.54 -1.20 9.68
59 H 2.08 0.29 8.84

Summary:
HOMO level = -13.058 eV
2S+1 = 1
net charge = +1
frontier orbital gap = 7.43 eV

=====

no.,E_tot (eV)
1,-88540.8869
2,-82114.2385
3,-47223.8037
4,-62219.2108